Record 1
Molecular formula: C35H28N4OPPtS
Method: DFT, ωB97M-V with the def2-TZVPD basis set

ORCA input file:
```
! RIJCOSX wB97M-V def2-TZVPD def2/J DEFGRID3
* xyz 3 5
Pt 0.215 -0.772 0.493
O 2.089 0.913 2.086
C 2.017 0.401 1.015
C 3.021 0.487 -0.080
C 4.330 0.836 0.213
C 5.267 0.883 -0.812
C 4.882 0.601 -2.113
C 3.563 0.267 -2.410
C 2.621 0.200 -1.391
P 0.876 -0.157 -1.717
C -0.008 1.413 -1.706
C 0.667 2.632 -1.616
C -0.048 3.821 -1.615
C -1.433 3.798 -1.716
C -2.113 2.588 -1.817
C -1.405 1.399 -1.806
C 0.767 -0.952 -3.310
C -0.015 -0.423 -4.335
C -0.050 -1.063 -5.568
C 0.690 -2.216 -5.777
C 1.476 -2.744 -4.756
C 1.510 -2.119 -3.522
H 4.610 1.055 1.235
H 6.294 1.142 -0.593
H 5.611 0.646 -2.912
H 3.276 0.072 -3.436
H 1.748 2.657 -1.556
H 0.476 4.765 -1.555
H -1.985 4.729 -1.734
H -3.190 2.578 -1.921
H -1.934 0.456 -1.902
H -0.580 0.487 -4.186
H -0.648 -0.650 -6.368
H 0.671 -2.698 -6.746
H 2.076 -3.627 -4.936
H 2.157 -2.505 -2.740
C -3.811 0.262 1.856
C -2.717 -0.346 1.273
N -1.472 0.124 1.429
C -1.271 1.221 2.179
C -2.317 1.890 2.799
C -3.611 1.404 2.612
C -2.112 3.166 3.522
C -1.321 3.449 4.560
C -0.510 2.518 5.353
C 0.165 2.955 6.500
C 0.893 1.992 7.170
N 0.900 0.751 6.725
C 0.301 0.309 5.639
N -0.402 1.236 5.023
H -4.801 -0.144 1.701
H -2.821 -1.224 0.650
H -0.250 1.577 2.242
H -4.455 1.920 3.053
H -2.715 3.992 3.157
H -1.314 4.467 4.928
H 0.127 3.983 6.833
H 1.463 2.207 8.069
H 0.357 -0.718 5.310
S 0.416 -3.005 1.039
C -0.643 -3.889 -0.060
N -0.083 -4.424 -1.165
C -0.737 -5.184 -2.064
C -2.067 -5.456 -1.874
C -2.689 -4.941 -0.740
C -1.984 -4.161 0.163
H 0.908 -4.255 -1.302
H -0.155 -5.551 -2.896
H -2.597 -6.072 -2.586
H -3.732 -5.166 -0.554
H -2.446 -3.785 1.064
*
```

As for the expectation value of S²: 6.026. For the HOMO-LUMO gap (alpha / beta), the calculation gives 5.82 / 4.68 eV. The calculation puts the LUMO energy (alpha / beta) at -0.321 / -0.428 Eh.

Partial charges, Löwdin, in e: number 1, Pt, carries 0.7877; number 2, O, carries 0.0720; number 3, C, carries -0.3571; number 4, C, carries -0.2332; number 5, C, carries 0.0134; number 6, C, carries -0.0132; number 7, C, carries -0.0144; number 8, C, carries -0.0427; number 9, C, carries -0.3238; number 10, P, carries 0.9705; number 11, C, carries -0.3838; number 12, C, carries -0.0541; number 13, C, carries -0.0411; number 14, C, carries -0.0405; number 15, C, carries -0.0559; number 16, C, carries -0.1293; number 17, C, carries -0.3681; number 18, C, carries -0.0560; number 19, C, carries -0.0367; number 20, C, carries -0.0361; number 21, C, carries -0.0588; number 22, C, carries -0.1219; number 23, H, carries 0.1326; number 24, H, carries 0.1283; number 25, H, carries 0.1280; number 26, H, carries 0.1194; number 27, H, carries 0.1136; number 28, H, carries 0.1218; number 29, H, carries 0.1212; number 30, H, carries 0.1181; number 31, H, carries 0.1078; number 32, H, carries 0.1068; number 33, H, carries 0.1237; number 34, H, carries 0.1239; number 35, H, carries 0.1183; number 36, H, carries 0.1080; number 37, C, carries 0.0016; number 38, C, carries -0.1052; number 39, N, carries -0.1085; number 40, C, carries -0.0672; number 41, C, carries -0.1735; number 42, C, carries 0.0392; number 43, C, carries 0.0160; number 44, C, carries 0.0109; number 45, C, carries -0.1833; number 46, C, carries 0.0770; number 47, C, carries 0.0025; number 48, N, carries 0.2384; number 49, C, carries -0.0695; number 50, N, carries 0.2444; number 51, H, carries 0.1308; number 52, H, carries 0.1068; number 53, H, carries 0.1071; number 54, H, carries 0.1432; number 55, H, carries 0.1404; number 56, H, carries 0.1303; number 57, H, carries 0.1434; number 58, H, carries 0.1628; number 59, H, carries 0.1553; number 60, S, carries 0.6220; number 61, C, carries -0.6451; number 62, N, carries 0.0809; number 63, C, carries -0.0021; number 64, C, carries 0.0065; number 65, C, carries 0.0149; number 66, C, carries -0.0578; number 67, H, carries 0.1480; number 68, H, carries 0.1510; number 69, H, carries 0.1360; number 70, H, carries 0.1373; number 71, H, carries 0.1171

Record 2
Molecular formula: CH42O19
Method: DFT, ωB97M-V with the def2-TZVPD basis set

ORCA input file:
```
! RIJCOSX wB97M-V def2-TZVPD def2/J DEFGRID3
* xyz 0 1
C 1.010 -1.458 0.440
H 0.006 -1.501 0.939
H 1.179 -0.454 0.294
H 1.034 -2.030 -0.470
H 1.418 -2.237 1.040
H -2.336 -0.075 -1.048
H -2.472 1.031 -2.127
O -2.648 0.815 -1.181
H -1.681 0.248 -4.466
H -3.064 -0.068 -4.333
O -2.365 0.228 -3.787
H 0.675 0.821 4.796
H 0.859 -0.470 3.877
O 1.289 0.452 4.196
H -1.880 1.218 0.135
H -1.857 0.868 1.668
O -1.303 1.189 0.954
H -4.187 -2.748 -2.414
H -3.370 -3.838 -1.849
O -4.182 -3.345 -1.649
H 4.374 3.391 -0.821
H 4.074 2.221 0.163
O 4.589 2.467 -0.686
H 0.287 -1.065 -5.037
H 0.187 0.568 -4.892
O -0.285 -0.297 -4.988
H -3.328 -2.141 -0.649
H -2.517 -2.147 0.661
O -3.028 -1.559 0.101
H 0.741 -2.186 3.330
H -0.706 -1.822 2.938
O -0.111 -1.676 3.690
H 4.177 -0.215 2.717
H 2.922 -0.289 3.855
O 3.749 -0.588 3.526
H -1.016 -3.640 1.664
H -2.377 -3.234 2.241
O -1.601 -2.837 1.747
H 2.928 1.798 -1.119
H 1.526 2.012 -0.604
O 2.013 1.505 -1.283
H 2.441 -2.047 3.011
H 2.416 -3.124 4.082
O 2.062 -2.914 3.123
H 2.204 4.409 1.170
H 3.072 3.193 1.189
O 3.162 4.226 1.056
H 1.471 1.263 -2.924
H 1.730 2.473 -3.792
O 1.426 1.618 -3.822
H -0.003 3.842 1.284
H -0.221 2.345 0.943
O 0.436 3.142 0.782
H 1.748 1.965 1.348
H 2.174 1.369 2.623
O 2.487 1.725 1.807
H -2.019 -1.348 -2.274
H -1.001 -1.755 -1.235
O -1.453 -2.162 -2.020
H -5.128 -0.150 -1.234
H -4.440 0.199 -2.434
O -5.001 -0.476 -2.176
*
```

For the HOMO-LUMO gap, the calculation gives 10.34 eV. The calculation puts the LUMO energy at -0.008 Eh.

Partial charges, Löwdin, in e: number 1, C, carries 0.0098; number 2, H, carries 0.0181; number 3, H, carries -0.0112; number 4, H, carries 0.0325; number 5, H, carries 0.0071; number 6, H, carries -0.0113; number 7, H, carries 0.0600; number 8, O, carries -0.0591; number 9, H, carries -0.0053; number 10, H, carries 0.0456; number 11, O, carries -0.0461; number 12, H, carries 0.0313; number 13, H, carries 0.0487; number 14, O, carries -0.1038; number 15, H, carries 0.0204; number 16, H, carries 0.0692; number 17, O, carries -0.0566; number 18, H, carries 0.0384; number 19, H, carries 0.0538; number 20, O, carries -0.0564; number 21, H, carries 0.0394; number 22, H, carries 0.0538; number 23, O, carries -0.0721; number 24, H, carries 0.0716; number 25, H, carries 0.0491; number 26, O, carries -0.0588; number 27, H, carries 0.0070; number 28, H, carries -0.0442; number 29, O, carries -0.1008; number 30, H, carries 0.0196; number 31, H, carries 0.0006; number 32, O, carries -0.1154; number 33, H, carries 0.0847; number 34, H, carries -0.0398; number 35, O, carries -0.0530; number 36, H, carries 0.1280; number 37, H, carries 0.1327; number 38, O, carries -0.0794; number 39, H, carries 0.0159; number 40, H, carries 0.0284; number 41, O, carries -0.0504; number 42, H, carries -0.0031; number 43, H, carries 0.1601; number 44, O, carries -0.0689; number 45, H, carries 0.0229; number 46, H, carries 0.0199; number 47, O, carries -0.1199; number 48, H, carries 0.0082; number 49, H, carries -0.0011; number 50, O, carries -0.0316; number 51, H, carries 0.0661; number 52, H, carries 0.0407; number 53, O, carries -0.1184; number 54, H, carries -0.0610; number 55, H, carries 0.0166; number 56, O, carries -0.0089; number 57, H, carries 0.0439; number 58, H, carries 0.0253; number 59, O, carries -0.1003; number 60, H, carries 0.0919; number 61, H, carries -0.0462; number 62, O, carries -0.0378

Record 3
Molecular formula: C22H36N2O4
Method: DFT, ωB97M-V with the def2-TZVPD basis set

ORCA input file:
```
! RIJCOSX wB97M-V def2-TZVPD def2/J DEFGRID3
* xyz 0 1
C 1.092 6.055 0.568
C 2.128 5.703 -0.493
C 2.124 4.220 -0.861
C 2.638 3.322 0.272
C 2.587 1.882 -0.188
O 3.537 1.283 -0.649
N 1.363 1.308 -0.037
C 1.055 0.057 -0.679
N 0.649 0.278 -2.073
C -0.037 1.354 -2.517
O -0.522 2.192 -1.779
C -0.125 1.463 -4.026
C 0.929 2.461 -4.526
C 2.361 1.974 -4.317
C 3.372 2.974 -4.865
C 0.008 -0.698 0.103
C -1.300 -0.248 0.174
C -2.224 -0.958 0.913
C -1.887 -2.121 1.602
O -2.924 -2.688 2.268
C -2.753 -3.806 3.121
C -4.114 -4.117 3.750
C -5.097 -4.583 2.679
C -3.956 -5.169 4.843
C -0.556 -2.580 1.532
O -0.223 -3.730 2.205
C 1.114 -4.162 2.190
C 0.362 -1.857 0.782
H 1.063 7.131 0.726
H 0.103 5.727 0.254
H 1.326 5.583 1.519
H 3.122 5.989 -0.144
H 1.915 6.281 -1.395
H 1.109 3.920 -1.134
H 2.765 4.068 -1.733
H 2.024 3.444 1.164
H 3.672 3.581 0.504
H 0.564 1.905 0.133
H 1.993 -0.511 -0.711
H 1.050 -0.344 -2.755
H -1.117 1.839 -4.278
H 0.018 0.491 -4.500
H 0.764 2.641 -5.591
H 0.787 3.408 -4.001
H 2.497 1.014 -4.822
H 2.555 1.822 -3.253
H 3.235 3.112 -5.936
H 4.386 2.624 -4.689
H 3.254 3.940 -4.379
H -1.598 0.651 -0.342
H -3.247 -0.626 0.982
H -2.022 -3.575 3.904
H -2.397 -4.672 2.553
H -4.492 -3.190 4.192
H -4.764 -5.523 2.244
H -6.085 -4.732 3.108
H -5.166 -3.840 1.890
H -3.286 -4.819 5.624
H -4.920 -5.393 5.292
H -3.549 -6.088 4.427
H 1.788 -3.410 2.611
H 1.135 -5.054 2.815
H 1.444 -4.424 1.179
H 1.384 -2.193 0.720
*
```

For the HOMO-LUMO gap, the calculation gives 8.74 eV. The SMILES is CCCCC(=O)NC(NC(=O)CCCC)c1ccc(OCC(C)C)c(OC)c1. The calculation puts the LUMO energy at 0.026 Eh.

Partial charges, Löwdin, in e: number 1, C, carries -0.1095; number 2, C, carries -0.2609; number 3, C, carries -0.2044; number 4, C, carries -0.1025; number 5, C, carries -0.4936; number 6, O, carries 0.0617; number 7, N, carries 0.1254; number 8, C, carries -0.2391; number 9, N, carries 0.1517; number 10, C, carries -0.4949; number 11, O, carries 0.0370; number 12, C, carries -0.1066; number 13, C, carries -0.2025; number 14, C, carries -0.2684; number 15, C, carries -0.1076; number 16, C, carries -0.1635; number 17, C, carries -0.0253; number 18, C, carries 0.0154; number 19, C, carries -0.1849; number 20, O, carries -0.0259; number 21, C, carries -0.1792; number 22, C, carries -0.4058; number 23, C, carries -0.0706; number 24, C, carries -0.0772; number 25, C, carries -0.1771; number 26, O, carries -0.1135; number 27, C, carries -0.0802; number 28, C, carries 0.0341; number 29, H, carries 0.0682; number 30, H, carries 0.0756; number 31, H, carries 0.0629; number 32, H, carries 0.1067; number 33, H, carries 0.1045; number 34, H, carries 0.0963; number 35, H, carries 0.1097; number 36, H, carries 0.1123; number 37, H, carries 0.1267; number 38, H, carries 0.1347; number 39, H, carries 0.1527; number 40, H, carries 0.1444; number 41, H, carries 0.1215; number 42, H, carries 0.1138; number 43, H, carries 0.1143; number 44, H, carries 0.1147; number 45, H, carries 0.1116; number 46, H, carries 0.0877; number 47, H, carries 0.0710; number 48, H, carries 0.0714; number 49, H, carries 0.0658; number 50, H, carries 0.1040; number 51, H, carries 0.1224; number 52, H, carries 0.1348; number 53, H, carries 0.1362; number 54, H, carries 0.1399; number 55, H, carries 0.0816; number 56, H, carries 0.0762; number 57, H, carries 0.0747; number 58, H, carries 0.0751; number 59, H, carries 0.0766; number 60, H, carries 0.0805; number 61, H, carries 0.0988; number 62, H, carries 0.0958; number 63, H, carries 0.0967; number 64, H, carries 0.1079

Taking the records one at a time from the top gives energy values of -2502.63245; -1492.77855; -1270.40595 hartree.
Taking the records one at a time from the top gives max |F| values of 0.62; 4.34; 0.74 eV Å⁻¹.